Entry 1:
Density functional theory data (ωB97M-V/def2-TZVPD) for C36H45IIrO2PSb as an isolated structure.

Calculated values
LUMO (spin up / spin down), eV: -2.549 / -4.598
Kohn-Sham gap (spin up / spin down), eV: 7.1 / 6.2
HOMO (spin up / spin down), Eh: -0.356 / -0.398
ΔE to the lowest compared entry with this formula, charge and spin, kJ/mol: 224.8
Expectation value of S²: 6.04

Structure (ORCA input):
```
! wB97M-V def2-TZVPD RIJCOSX def2/J DEFGRID3
* xyz 1 5
Ir -1.38 -1.70 0.63
I -4.00 -2.00 1.69
C -3.21 -1.29 3.48
C -4.07 -0.97 4.49
C -3.55 -0.56 5.74
C -2.20 -0.53 5.94
C -1.31 -0.89 4.90
C 0.09 -0.97 5.15
C 0.95 -1.40 4.19
C 0.47 -1.68 2.90
C -0.87 -1.55 2.56
C -1.80 -1.24 3.62
H -5.14 -1.04 4.35
H -4.23 -0.29 6.53
H -1.80 -0.25 6.90
H 0.44 -0.72 6.14
H 2.01 -1.50 4.40
H 1.17 -1.98 2.13
O -3.09 -5.22 -2.62
C -2.37 -4.29 -2.55
O -2.16 -3.56 -1.38
C -1.48 -3.54 -3.50
P -1.14 -2.36 -2.03
C -2.02 -0.91 -2.69
C -2.95 -0.22 -1.91
C -3.69 0.80 -2.47
C -3.48 1.18 -3.79
C -2.53 0.53 -4.56
C -1.81 -0.52 -4.02
C 0.64 -2.69 -1.84
C 1.50 -2.47 -2.92
C 2.86 -2.73 -2.79
C 3.36 -3.22 -1.59
C 2.50 -3.45 -0.52
C 1.15 -3.17 -0.64
H -2.03 -3.19 -4.37
H -0.64 -4.16 -3.81
H -3.13 -0.49 -0.88
H -4.44 1.31 -1.88
H -4.06 1.99 -4.22
H -2.36 0.83 -5.58
H -1.09 -1.04 -4.63
H 1.12 -2.12 -3.87
H 3.52 -2.55 -3.62
H 4.41 -3.43 -1.49
H 2.88 -3.85 0.40
H 0.49 -3.38 0.20
C 3.07 0.01 1.82
C 2.88 0.94 0.63
C 3.72 0.38 -0.52
C 3.40 2.32 1.03
Sb 0.76 0.92 0.00
C 0.82 1.98 -1.94
C -0.57 2.49 -2.27
C 1.79 3.16 -2.01
C 1.23 0.96 -3.00
C -0.29 2.34 1.31
C 0.01 1.98 2.76
C -1.79 2.15 1.07
C 0.06 3.81 1.08
H 4.11 0.06 2.15
H 2.87 -1.03 1.55
H 2.44 0.27 2.67
H 4.74 0.22 -0.16
H 3.78 1.04 -1.37
H 3.34 -0.59 -0.86
H 4.46 2.24 1.28
H 2.89 2.70 1.92
H 3.30 3.07 0.24
H -0.88 3.32 -1.63
H -1.33 1.71 -2.20
H -0.58 2.85 -3.30
H 1.61 3.91 -1.24
H 1.66 3.66 -2.98
H 2.83 2.86 -1.95
H 0.52 0.13 -3.05
H 2.22 0.55 -2.84
H 1.23 1.44 -3.99
H 1.07 2.09 3.01
H -0.55 2.65 3.42
H -0.29 0.96 3.00
H -2.09 1.10 1.20
H -2.10 2.47 0.07
H -2.34 2.74 1.80
H 1.11 4.02 1.27
H -0.52 4.42 1.78
H -0.18 4.15 0.08
*
```

=====

Entry 2:
Density functional theory data (ωB97M-V/def2-TZVPD) for C36H45N11O2PSY as an isolated structure.

Calculated values
LUMO, eV: -6.184
Kohn-Sham gap, eV: 7.6
HOMO, Eh: -0.507

Structure (ORCA input):
```
! wB97M-V def2-TZVPD RIJCOSX def2/J DEFGRID3
* xyz 2 1
Y -0.38 -0.48 0.38
C -4.77 0.17 -1.60
C -3.43 -0.21 -1.51
N -2.93 -0.69 -0.38
C -3.76 -0.79 0.68
C -5.06 -0.26 0.60
N -5.55 0.19 -0.54
C -3.25 -1.55 1.82
C -4.12 -2.16 2.71
C -3.65 -3.01 3.72
C -2.27 -3.22 3.72
C -1.45 -2.59 2.79
N -1.92 -1.74 1.87
C 0.00 -2.85 2.75
C 0.57 -3.98 3.36
N 1.87 -4.14 3.42
C 2.64 -3.23 2.85
C 2.09 -2.18 2.12
N 0.77 -1.99 2.07
C -4.56 -3.68 4.65
C -5.92 -3.35 4.71
C -6.74 -4.03 5.60
N -6.30 -4.97 6.41
C -5.02 -5.28 6.38
C -4.12 -4.68 5.52
H -5.22 0.46 -2.54
H -2.76 -0.15 -2.36
H -5.71 -0.19 1.46
H -5.18 -2.00 2.59
H -1.82 -3.87 4.45
H -0.03 -4.77 3.79
H 3.71 -3.36 2.96
H 2.71 -1.49 1.57
H -6.35 -2.59 4.08
H -7.80 -3.80 5.66
H -4.71 -6.05 7.07
H -3.09 -5.01 5.53
C -1.10 5.31 -0.42
C -2.11 4.38 -1.09
N -1.49 3.42 -1.99
C -1.31 3.82 -3.38
C 0.08 4.35 -3.68
C -1.04 2.25 -1.57
S -1.21 1.91 0.14
N -0.48 1.49 -2.51
C -0.08 0.24 -2.54
O -0.19 -0.63 -1.60
C 0.50 -0.22 -3.82
C 0.68 -1.60 -4.00
C 1.21 -2.09 -5.17
C 1.57 -1.22 -6.19
C 1.41 0.15 -6.02
C 0.86 0.65 -4.85
H -1.64 5.97 0.25
H -0.57 5.91 -1.15
H -0.39 4.73 0.16
H -2.83 4.96 -1.67
H -2.64 3.83 -0.32
H -2.05 4.59 -3.59
H -1.51 2.95 -4.01
H 0.30 5.23 -3.09
H 0.13 4.63 -4.73
H 0.84 3.60 -3.47
H 0.37 -2.27 -3.20
H 1.33 -3.15 -5.30
H 1.99 -1.61 -7.11
H 1.71 0.82 -6.81
H 0.72 1.71 -4.72
C 2.37 3.09 -1.07
N 3.21 2.47 -0.07
C 4.41 3.22 0.25
P 3.04 0.84 0.18
O 1.62 0.52 0.57
N 4.03 0.35 1.44
C 3.73 0.87 2.77
C 5.42 -0.06 1.27
N 3.40 0.03 -1.23
C 2.98 -1.35 -1.46
C 4.48 0.46 -2.10
H 1.97 4.03 -0.68
H 1.55 2.41 -1.30
H 2.93 3.29 -1.99
H 4.13 4.11 0.82
H 4.93 3.53 -0.66
H 5.08 2.62 0.85
H 2.69 1.16 2.80
H 4.36 1.73 3.03
H 3.91 0.08 3.50
H 5.60 -0.36 0.24
H 5.62 -0.91 1.92
H 6.13 0.73 1.54
H 2.11 -1.59 -0.85
H 3.79 -2.06 -1.24
H 2.71 -1.46 -2.52
H 4.89 1.40 -1.74
H 4.11 0.60 -3.12
H 5.28 -0.28 -2.13
*
```

=====

Entry 3:
Density functional theory data (ωB97M-V/def2-TZVPD) for C36H46As3IrN11OSe as an isolated structure.

Calculated values
LUMO, eV: -9.972
Kohn-Sham gap, eV: 4.3
HOMO, Eh: -0.526
ΔE to the lowest compared entry with this formula, charge and spin, kJ/mol: 112.6

Structure (ORCA input):
```
! wB97M-V def2-TZVPD RIJCOSX def2/J DEFGRID3
* xyz 3 1
Ir 1.17 -0.74 0.39
C 2.25 -3.27 2.95
As 0.90 -2.87 1.63
C -0.73 -2.89 2.68
C 0.77 -4.56 0.65
C 0.23 -4.53 -0.80
C -1.07 -3.75 -0.87
C 1.32 -3.90 -1.69
As 1.80 -2.00 -1.57
C 3.69 -2.22 -1.95
C 1.14 -1.20 -3.20
C 0.05 -6.00 -1.23
As -0.77 -6.62 -2.96
C -0.47 -5.16 -4.25
C -2.66 -6.26 -2.60
H 2.16 -4.32 3.23
H 2.11 -2.65 3.83
H 3.25 -3.11 2.54
H -0.72 -3.81 3.27
H -1.60 -2.90 2.03
H -0.77 -2.04 3.36
H 0.15 -5.19 1.29
H 1.77 -5.01 0.66
H -0.92 -2.74 -0.49
H -1.85 -4.23 -0.28
H -1.43 -3.69 -1.90
H 1.10 -4.03 -2.75
H 2.27 -4.41 -1.49
H 3.71 -3.03 -2.68
H 4.25 -2.53 -1.07
H 4.15 -1.34 -2.42
H 1.52 -1.80 -4.02
H 1.48 -0.18 -3.31
H 0.05 -1.24 -3.22
H -0.57 -6.50 -0.49
H 1.02 -6.49 -1.19
H 0.58 -5.14 -4.57
H -0.79 -4.18 -3.91
H -1.06 -5.41 -5.13
H -2.95 -6.71 -1.65
H -3.25 -6.74 -3.38
H -2.92 -5.20 -2.59
C 2.35 4.53 -1.40
N 1.75 3.20 -1.21
C 2.05 2.27 -0.32
N 1.25 1.21 -0.50
C 0.46 1.60 -1.55
N 0.75 2.78 -2.00
C 1.56 5.65 -0.76
C 2.19 6.87 -0.53
C 1.46 7.94 -0.04
C 0.11 7.82 0.23
C -0.51 6.59 0.01
C 0.21 5.51 -0.49
C -1.93 6.40 0.29
N -2.90 7.24 0.32
N -4.04 6.53 0.59
C -3.69 5.30 0.72
O -2.35 5.13 0.54
C -4.48 4.12 1.02
C -5.87 4.12 0.88
C -6.59 2.97 1.18
C -5.93 1.83 1.62
C -4.56 1.84 1.78
C -3.82 0.65 2.32
N -2.80 0.15 1.37
C -1.50 0.04 1.55
N -0.95 -0.46 0.44
C -2.01 -0.63 -0.40
N -3.14 -0.26 0.14
C -3.83 2.98 1.48
H 2.41 4.67 -2.48
H 3.36 4.49 -1.01
H 2.81 2.39 0.44
H -0.33 0.99 -1.97
H 3.24 6.98 -0.74
H 1.96 8.89 0.13
H -0.47 8.65 0.60
H -0.31 4.59 -0.69
H -6.37 5.02 0.54
H -7.66 2.97 1.07
H -6.50 0.94 1.85
H -4.48 -0.18 2.56
H -3.26 0.92 3.22
H -0.97 0.32 2.45
H -1.95 -1.01 -1.41
H -2.76 3.00 1.62
Se 2.01 0.54 4.56
N 3.74 0.71 4.38
C 4.07 0.40 3.14
C 5.36 0.53 2.54
C 5.43 0.31 1.19
C 4.29 -0.10 0.46
N 3.12 -0.35 1.00
C 2.98 -0.03 2.33
N 1.77 0.00 2.87
H 6.20 0.84 3.13
H 6.36 0.44 0.65
H 4.37 -0.23 -0.61
*
```

=====

Entry 4:
Density functional theory data (ωB97M-V/def2-TZVPD) for a 8-piece molecular cluster, C36H46BrF30NO16S overall.

Calculated values
LUMO, eV: -2.202
Kohn-Sham gap, eV: 7.6
HOMO, Eh: -0.359
Structure (SMILES): O=C(NCCC(F)(F)C(F)(F)S(F)(F)(F)(F)F)OCCCBr.CCOC(=O)C(F)(F)F.CCOC(=O)C(F)(F)F.CCOC(=O)C(F)(F)F.CCOC(=O)C(F)(F)F.CCOC(=O)C(F)(F)F.CCOC(=O)C(F)(F)F.CCOC(=O)C(F)(F)F
ΔE to the lowest compared entry with this formula, charge and spin, kJ/mol: 967.5

Structure (ORCA input):
```
! wB97M-V def2-TZVPD RIJCOSX def2/J DEFGRID3
* xyz 0 1
O -2.10 1.38 -4.51
C -1.91 0.06 -4.68
N -3.17 -0.75 -5.05
C -4.01 -0.93 -3.77
C -5.39 -1.76 -3.99
C -6.50 -1.02 -5.00
F -7.37 -2.19 -5.42
F -5.91 -0.55 -6.27
C -7.52 0.00 -4.24
F -8.90 -0.28 -4.81
F -7.66 -0.31 -2.77
S -7.24 1.82 -4.40
F -8.97 2.05 -4.19
F -7.51 1.88 -6.08
F -5.55 1.73 -4.51
F -7.14 1.92 -2.65
F -7.10 3.53 -4.42
O -0.64 -0.66 -4.49
C 0.51 0.06 -5.05
C 1.06 1.18 -3.96
C 1.59 2.57 -4.67
Br 0.21 3.45 -5.87
H -2.78 -1.73 -5.21
H -4.13 0.09 -3.16
H -3.32 -1.60 -3.06
H -5.86 -2.11 -2.97
H -5.10 -2.76 -4.57
H 1.39 -0.74 -5.16
H 0.35 0.50 -6.13
H 0.27 1.36 -3.10
H 2.00 0.69 -3.42
H 2.63 2.41 -5.23
H 1.80 3.35 -3.80
C -7.32 -7.62 -0.19
C -7.81 -6.93 -1.45
O -6.87 -5.92 -1.86
C -5.80 -6.37 -2.59
O -5.61 -7.54 -2.89
C -4.91 -5.19 -3.01
F -4.69 -4.31 -2.00
F -5.47 -4.47 -4.03
F -3.68 -5.58 -3.45
H -7.12 -6.89 0.60
H -8.07 -8.33 0.18
H -6.39 -8.17 -0.37
H -8.76 -6.42 -1.24
H -8.00 -7.65 -2.26
C 2.13 -3.38 0.67
C 3.06 -2.32 1.23
O 3.83 -1.72 0.18
C 3.21 -0.71 -0.52
O 2.07 -0.33 -0.30
C 4.16 -0.13 -1.56
F 4.84 -1.09 -2.26
F 5.11 0.68 -1.01
F 3.52 0.63 -2.50
H 2.69 -4.11 0.08
H 1.60 -3.90 1.47
H 1.39 -2.93 0.00
H 3.77 -2.79 1.92
H 2.51 -1.56 1.80
C 3.74 4.61 0.28
C 5.26 4.65 0.31
O 5.72 5.20 1.55
C 5.78 4.34 2.62
O 5.46 3.16 2.56
C 6.34 5.05 3.85
F 5.80 6.28 4.04
F 7.69 5.24 3.76
F 6.13 4.36 5.00
H 3.33 5.60 0.48
H 3.38 4.26 -0.69
H 3.35 3.94 1.06
H 5.62 5.30 -0.49
H 5.69 3.66 0.14
C 9.13 2.33 4.82
C 8.01 1.88 5.75
O 8.18 0.50 6.11
C 9.05 0.25 7.13
O 9.69 1.11 7.73
C 9.09 -1.25 7.44
F 9.15 -2.02 6.32
F 7.98 -1.66 8.12
F 10.16 -1.61 8.21
H 9.18 1.67 3.95
H 8.96 3.35 4.48
H 10.10 2.28 5.32
H 7.05 1.97 5.24
H 7.95 2.52 6.64
C -3.44 6.57 -2.16
C -2.21 5.96 -1.51
O -1.11 5.95 -2.42
C -0.40 7.12 -2.53
O -0.67 8.14 -1.89
C 0.78 6.96 -3.49
F 0.43 6.31 -4.64
F 1.80 6.24 -2.94
F 1.31 8.15 -3.88
H -3.67 6.05 -3.10
H -4.30 6.50 -1.50
H -3.27 7.62 -2.41
H -2.42 4.91 -1.25
H -1.95 6.47 -0.58
C 11.62 3.65 9.91
C 10.42 2.79 10.25
O 10.51 2.30 11.59
C 10.10 3.16 12.58
O 9.67 4.29 12.37
C 10.20 2.49 13.95
F 11.38 1.82 14.12
F 9.21 1.58 14.16
F 10.12 3.38 14.98
H 12.55 3.11 10.10
H 11.59 3.96 8.86
H 11.65 4.55 10.54
H 10.40 1.91 9.59
H 9.47 3.33 10.09
C -11.57 -6.33 -6.31
C -12.69 -6.77 -5.38
O -12.52 -8.15 -5.02
C -11.65 -8.41 -4.00
O -11.01 -7.54 -3.41
C -11.61 -9.90 -3.69
F -11.55 -10.68 -4.81
F -12.72 -10.31 -3.01
F -10.54 -10.26 -2.92
H -11.52 -6.99 -7.18
H -11.74 -5.30 -6.65
H -10.60 -6.38 -5.81
H -13.65 -6.69 -5.90
H -12.75 -6.14 -4.49
*
```

=====

Q: Which formula does entry 1 have?
A: C36H45IIrO2PSb